Here is a cluster of 5 separate species, C37H69NO16 in total from OMol25. Energies are from wB97M-V/def2-TZVPD.

Last column: Löwdin charge in e.
Element x y z (Å)
C1 5.2901 -3.2233 -1.5080  -0.0793
C2 4.5898 -1.8546 -1.4680  -0.1324
C3 3.3184 -1.8322 -0.6438  -0.4703
O1 2.9036 -2.7973 -0.0424  0.1128
O2 2.6942 -0.6156 -0.6102  -0.0243
C4 1.2838 -0.7294 -0.8339  -0.1496
C5 0.4240 -0.7423 0.4685  -0.0835
C6 -0.8927 -1.4050 0.0806  -0.2076
C7 -1.2750 -2.5462 0.7423  -0.0072
C8 -2.4257 -3.2210 0.4060  0.0137
C9 -3.1634 -2.7179 -0.6192  -0.0980
C10 -2.7889 -1.5523 -1.2712  -0.0821
C11 -1.6563 -0.8817 -0.9417  0.0409
C12 -3.8473 -1.2637 -2.3219  -0.3611
O3 -4.0521 -0.1966 -2.8417  0.1371
N1 -4.5803 -2.4857 -2.5121  0.1433
C13 -4.4316 -3.2103 -1.2576  -0.3550
O4 -5.2448 -3.9941 -0.8796  0.1445
H1 4.6449 -4.0539 -1.2315  0.0716
H2 6.1944 -3.1919 -0.9016  0.0738
H3 5.6190 -3.4016 -2.5356  0.0716
H4 4.3901 -1.4487 -2.4618  0.1230
H5 5.2756 -1.1423 -0.9937  0.1078
H6 1.0315 -1.6471 -1.3698  0.1332
H7 0.9855 0.1206 -1.4496  0.1273
H8 0.9400 -1.3907 1.1751  0.0921
H9 0.2610 0.2651 0.8516  0.1279
H10 -0.6940 -2.9638 1.5556  0.1187
H11 -2.7485 -4.1232 0.9108  0.1317
H12 -1.3818 0.0194 -1.4771  0.1389
H13 -4.0563 -2.9643 -3.2453  0.1580
C14 2.8446 -2.0410 3.8677  -0.1029
O5 1.8931 -1.2480 4.5381  -0.1971
C15 0.6049 -1.8349 4.5467  -0.2040
C16 -0.1366 -1.5341 5.8320  -0.1783
O6 0.3158 -2.2684 6.9601  -0.1219
C17 1.5912 -1.9449 7.4986  -0.1797
C18 1.6606 -0.6010 8.1946  -0.1992
O7 1.6732 0.4640 7.2572  -0.2018
C19 0.9795 1.6084 7.7024  -0.1148
H14 2.6535 -2.0325 2.7882  0.0720
H15 3.8302 -1.6178 4.0591  0.0891
H16 2.8397 -3.0733 4.2353  0.0915
H17 0.6722 -2.9208 4.4124  0.1271
H18 0.0559 -1.4066 3.6957  0.1171
H19 -1.1749 -1.8443 5.6891  0.1287
H20 -0.1555 -0.4632 6.0388  0.1182
H21 2.3738 -2.0447 6.7450  0.1179
H22 1.7812 -2.7122 8.2531  0.1278
H23 2.5897 -0.5474 8.7766  0.1276
H24 0.8086 -0.5075 8.8770  0.1255
H25 -0.0291 1.3520 8.0453  0.0868
H26 0.8907 2.2932 6.8603  0.0880
H27 1.5284 2.1071 8.5090  0.0882
C20 8.2350 5.5589 0.3706  -0.1140
O8 7.7249 4.2643 0.1401  -0.2036
C21 8.7340 3.2975 -0.1094  -0.1985
C22 8.3555 1.9479 0.4638  -0.1823
O9 8.4616 1.8514 1.8774  -0.1229
C23 7.5189 2.5642 2.6683  -0.1787
C24 6.1082 2.0163 2.6134  -0.1941
O10 5.4827 2.3428 1.3831  -0.1979
C25 4.6186 1.3352 0.9067  -0.1173
H28 8.6175 5.9991 -0.5568  0.0880
H29 7.4188 6.1762 0.7437  0.0881
H30 9.0257 5.5437 1.1290  0.0871
H31 9.6908 3.6179 0.3170  0.1252
H32 8.8444 3.2077 -1.1981  0.1273
H33 9.0718 1.2184 0.0770  0.1273
H34 7.3693 1.6326 0.1191  0.1151
H35 7.5412 3.6310 2.4417  0.1178
H36 7.8723 2.4535 3.6964  0.1279
H37 5.5170 2.4650 3.4219  0.1295
H38 6.1394 0.9305 2.7577  0.1248
H39 5.1202 0.3601 0.8859  0.0792
H40 4.3314 1.5922 -0.1108  0.0728
H41 3.7173 1.2789 1.5271  0.0954
C26 -8.1868 -1.8647 -1.3783  -0.1097
O11 -8.8473 -2.5607 -2.4127  -0.1970
C27 -8.0507 -3.5779 -3.0075  -0.1975
C28 -8.9103 -4.7470 -3.4386  -0.1780
O12 -9.3672 -5.5745 -2.3757  -0.1230
C29 -10.3492 -5.0482 -1.4951  -0.1826
C30 -11.7243 -4.8782 -2.1094  -0.2006
O13 -11.7656 -3.7612 -2.9827  -0.2001
C31 -12.5979 -3.9584 -4.1026  -0.1175
H42 -7.4160 -1.2073 -1.7960  0.0835
H43 -8.9282 -1.2583 -0.8584  0.0868
H44 -7.7385 -2.5523 -0.6526  0.0824
H45 -7.2647 -3.9093 -2.3216  0.1001
H46 -7.5712 -3.1426 -3.8946  0.1261
H47 -8.2867 -5.3987 -4.0563  0.1261
H48 -9.7400 -4.4201 -4.0672  0.1160
H49 -10.0041 -4.1252 -1.0272  0.1186
H50 -10.4398 -5.7907 -0.6981  0.1266
H51 -12.4548 -4.7045 -1.3082  0.1264
H52 -11.9935 -5.7971 -2.6420  0.1241
H53 -12.3549 -4.8951 -4.6171  0.0860
H54 -12.4275 -3.1344 -4.7940  0.0880
H55 -13.6536 -3.9618 -3.8078  0.0872
C32 -0.4515 3.2654 -5.5947  -0.1130
O14 0.7301 3.7775 -5.0187  -0.2037
C33 1.1186 5.0334 -5.5561  -0.1983
C34 1.7523 5.9131 -4.4986  -0.1812
O15 0.8362 6.4718 -3.5670  -0.1230
C35 0.2318 5.5982 -2.6233  -0.1812
C36 1.1733 5.0669 -1.5616  -0.1995
O16 2.0336 4.0702 -2.0888  -0.2041
C37 3.3286 4.0959 -1.5241  -0.1058
H56 -0.2705 2.9243 -6.6199  0.0878
H57 -0.7750 2.4170 -4.9927  0.0855
H58 -1.2521 4.0133 -5.5874  0.0879
H59 0.2560 5.5511 -5.9896  0.1251
H60 1.8516 4.8411 -6.3504  0.1272
H61 2.1925 6.7717 -5.0119  0.1277
H62 2.5692 5.3994 -3.9901  0.1169
H63 -0.3041 4.7898 -3.1227  0.1172
H64 -0.5201 6.2074 -2.1155  0.1278
H65 0.5823 4.6105 -0.7564  0.1264
H66 1.7528 5.8993 -1.1479  0.1262
H67 3.7604 5.1016 -1.5663  0.0905
H68 3.9641 3.4288 -2.1053  0.0903
H69 3.2988 3.7447 -0.4873  0.0818

Forces on atoms 1 to 2 (eV/Å):
0.1 0.4 -0.7
0.2 0.1 0.6

Output
LUMO energy = -0.0108 Ha


Here is a cluster of 19 separate species, C37H71Cl38F4IN4O2PS in total from OMol25. Energies are from wB97M-V/def2-TZVPD.

Last column: Löwdin charge in e.
Element x y z (Å)
C1 0.2007 2.3675 -1.4674  -0.0161
C2 0.9218 1.3302 -0.9677  -0.1363
C3 1.0139 0.8214 0.4638  -0.5155
P1 0.1710 2.0664 1.6782  0.9526
N1 0.7985 3.5725 1.1750  -0.1320
O1 0.9311 1.8714 3.1360  -0.3537
O2 2.3281 0.5093 0.9373  -0.1506
C4 3.1911 -0.3047 0.1147  -0.2771
C5 4.3224 -0.7802 1.0720  -0.1573
N2 5.4114 0.1916 1.2042  0.0479
C6 3.8437 0.7051 -0.8911  -0.1589
C7 3.9264 2.1704 -0.3878  -0.2446
C8 5.1056 2.8696 -1.0824  -0.5528
Cl1 4.8502 2.9722 -2.8638  0.5462
C9 2.4270 -1.5920 -0.5456  -0.0806
C10 2.8788 -2.9932 0.0371  -0.1116
C11 2.7991 -3.3890 1.5302  -0.3313
C12 1.5843 -4.2804 1.8781  -0.7194
I1 1.7725 -4.9872 3.8721  0.8853
C13 2.9474 -1.7815 -2.0309  -0.3455
F1 4.3271 -1.6601 -2.0097  0.0840
F2 2.4762 -0.8338 -2.9004  0.0472
C14 2.8033 -3.1635 -2.7605  -0.2807
F3 1.5860 -3.7537 -2.6889  0.0705
F4 3.0677 -2.9209 -4.0890  0.0718
N3 0.8775 -1.5506 -0.4318  0.0712
C15 0.0434 -1.5892 -1.6985  -0.1234
C16 -1.0131 -2.7303 -1.7241  -0.1957
C17 -2.3599 -2.2499 -2.3380  -0.5241
Cl2 -3.7504 -2.6555 -1.2660  0.5657
C18 0.2537 -0.5242 0.5596  -0.5432
S1 0.6154 -1.0611 2.2997  0.9553
C19 -1.3015 -0.4907 0.5361  -0.2866
N4 -1.9565 0.3369 -0.4804  0.0088
H1 -0.4130 3.0451 -0.8734  -0.0062
H2 0.2131 2.5592 -2.5432  -0.0135
H3 1.4310 0.7152 -1.7133  0.0877
H4 1.5710 3.9114 1.7382  0.0230
H5 0.0377 4.2442 1.1567  -0.0552
H6 1.1309 2.7481 3.5004  -0.0394
H7 3.8421 -0.9155 2.0540  0.1190
H8 4.7837 -1.7053 0.7234  0.1234
H9 6.2407 -0.3045 1.5134  0.0902
H10 5.1929 0.8444 1.9431  0.0676
H11 3.2970 0.7994 -1.8251  0.0710
H12 4.8561 0.3980 -1.1785  0.1104
H13 4.1363 2.2425 0.6820  0.1026
H14 3.0282 2.7297 -0.6675  0.0937
H15 6.0462 2.3357 -0.9033  0.0753
H16 5.1961 3.9036 -0.7345  0.0724
H17 2.2493 -3.7647 -0.4445  0.1180
H18 3.9035 -3.1840 -0.3092  0.1145
H19 2.9113 -2.5861 2.2542  0.0437
H20 3.6495 -4.0641 1.7316  0.1077
H21 1.6163 -5.1620 1.2221  0.0150
H22 0.6097 -3.8077 1.7209  0.0022
H23 3.5719 -3.8597 -2.4017  0.1202
H24 0.6319 -2.4179 0.0533  0.1227
H25 0.6396 -1.7214 -2.5950  0.0706
H26 -0.4390 -0.6168 -1.8641  0.1044
H27 -0.6592 -3.5626 -2.3315  0.0992
H28 -1.2343 -3.1005 -0.7175  0.0810
H29 -2.3939 -1.1659 -2.4681  0.0589
H30 -2.5607 -2.7367 -3.2952  0.0789
H31 -0.5007 -1.7870 2.5074  -0.0692
H32 -1.7283 -1.5029 0.4820  0.0917
H33 -1.6050 -0.1254 1.5290  0.0868
H34 -2.0797 1.2769 -0.1166  0.0076
H35 -2.8954 -0.0267 -0.6199  0.0480
C20 -1.0938 6.9400 -0.5360  -0.9958
Cl3 -0.7139 5.8539 -1.8737  0.5198
Cl4 -1.5854 6.0839 0.9349  0.5159
H36 -0.2066 7.5206 -0.3121  0.0296
H37 -1.9112 7.5848 -0.8282  -0.0222
C21 -4.4451 4.0062 -2.1912  -1.0252
Cl5 -4.0181 5.7188 -2.0842  0.5317
Cl6 -3.0566 2.9550 -1.8581  0.5698
H38 -5.2134 3.7977 -1.4632  -0.0302
H39 -4.7867 3.8014 -3.1976  0.0138
C22 -7.1429 -4.3984 -3.2374  -1.0179
Cl7 -8.1301 -3.0342 -2.6873  0.5303
Cl8 -7.9707 -5.9406 -3.0407  0.5208
H40 -6.9203 -4.2577 -4.2882  -0.0076
H41 -6.2318 -4.4153 -2.6514  0.0097
C23 -11.6729 -2.9860 -3.4207  -1.0347
Cl9 -12.6512 -1.6187 -2.8598  0.5248
Cl10 -12.4983 -4.5285 -3.1956  0.5184
H42 -11.4700 -2.8496 -4.4765  0.0269
H43 -10.7522 -2.9998 -2.8509  -0.0525
C24 -3.8136 9.4026 2.0747  -1.0065
Cl11 -3.6958 9.6491 0.3259  0.5197
Cl12 -4.1003 7.7148 2.5101  0.4900
H44 -2.8868 9.7260 2.5336  0.0232
H45 -4.6464 9.9935 2.4363  0.0247
C25 2.5818 1.3914 6.0602  -1.0242
Cl13 3.1630 0.2512 7.2764  0.5277
Cl14 3.8845 1.9284 4.9872  0.4669
H46 1.8252 0.9051 5.4543  0.0126
H47 2.1773 2.2640 6.5604  -0.0236
C26 1.5643 5.7679 5.7641  -0.9940
Cl15 2.2204 4.7384 4.4704  0.5449
Cl16 1.0667 4.8217 7.1682  0.5565
H48 2.3378 6.4630 6.0626  -0.0365
H49 0.7031 6.3015 5.3793  0.0222
C27 1.4825 0.7025 -5.4653  -0.9740
Cl17 0.8271 2.2271 -4.8613  0.5809
Cl18 0.3433 -0.6382 -5.2308  0.5479
H50 1.6637 0.8029 -6.5286  0.0308
H51 2.4019 0.4819 -4.9346  0.0144
C28 -0.9478 -7.0209 0.7115  -1.0184
Cl19 -0.0896 -7.9092 1.9603  0.5185
Cl20 0.0751 -6.7825 -0.7205  0.5038
H52 -1.8234 -7.5854 0.4130  0.0288
H53 -1.2354 -6.0500 1.1017  0.0177
C29 0.4926 -7.1118 6.9190  -1.0412
Cl21 1.6567 -5.8889 7.4562  0.4663
Cl22 1.2152 -8.7181 6.8167  0.5130
H54 -0.3233 -7.1410 7.6313  0.0266
H55 0.1336 -6.8333 5.9344  -0.0218
C30 7.0740 -3.3992 -3.8038  -1.0056
Cl23 8.8075 -3.6865 -3.8765  0.5458
Cl24 6.3124 -4.3078 -2.4777  0.5221
H56 6.8989 -2.3429 -3.6347  0.0260
H57 6.6258 -3.7215 -4.7376  -0.0107
C31 2.8804 9.2204 4.1829  -1.0345
Cl25 2.7605 9.0149 5.9369  0.5459
Cl26 1.3207 8.9598 3.3838  0.5036
H58 3.2153 10.2298 3.9792  0.0121
H59 3.5893 8.4991 3.7981  -0.0491
C32 -7.6777 0.7435 -2.4146  -1.0009
Cl27 -7.2718 2.4608 -2.2777  0.5757
Cl28 -6.2907 -0.2950 -2.0729  0.4671
H60 -8.4643 0.5192 -1.7037  0.0303
H61 -8.0085 0.5518 -3.4286  0.0290
C33 -6.6996 -8.0850 -6.2087  -1.0162
Cl29 -6.2400 -6.3813 -6.0738  0.5031
Cl30 -5.3443 -9.1635 -5.8709  0.5114
H62 -7.4871 -8.2808 -5.4901  0.0184
H63 -7.0445 -8.2650 -7.2197  0.0270
C34 6.9631 8.6365 3.5994  -0.9845
Cl31 6.0143 7.2479 4.1528  0.5144
Cl32 5.9791 9.7970 2.6957  0.5383
H64 7.3828 9.1364 4.4640  0.0303
H65 7.7473 8.2730 2.9463  0.0279
C35 4.3923 -5.8687 -5.5530  -1.0322
Cl33 5.1279 -7.1872 -4.6375  0.5129
Cl34 5.4208 -5.3214 -6.8825  0.5286
H66 3.4491 -6.2125 -5.9610  0.0277
H67 4.2365 -5.0311 -4.8824  -0.0192
C36 7.6938 2.7896 5.6816  -1.0227
Cl35 6.7824 3.4593 4.3187  0.4571
Cl36 9.4022 2.5805 5.2942  0.5165
H68 7.6054 3.4720 6.5184  0.0285
H69 7.2716 1.8225 5.9311  0.0213
C37 -14.1805 -2.2029 0.5596  -1.0439
Cl37 -15.1487 -0.8378 1.1312  0.5000
Cl38 -15.0142 -3.7460 0.7731  0.5015
H70 -13.9774 -2.0638 -0.4946  -0.0421
H71 -13.2571 -2.2298 1.1261  0.0235

Forces on atoms 1 to 2 (eV/Å):
0.8 -1.1 0.7
-0.8 1.2 -0.9

Output
net charge = +1
LUMO energy = -0.0718 Ha


Here is a cluster of 11 separate species, C37H72N2O15S6 in total from OMol25. Energies are from wB97M-V/def2-TZVPD.

Last column: Löwdin charge in e.
Element x y z (Å)
O1 2.7224 2.2476 1.3615  -0.3515
S1 2.8264 0.9956 2.1593  0.7541
O2 2.0234 -0.1960 1.8340  -0.3573
C1 4.6132 0.5198 2.0043  -0.1926
C2 5.2891 0.9131 3.2878  -0.2398
C3 4.4609 1.8039 4.1099  -0.2416
C4 3.0104 1.4094 3.9399  -0.2045
H1 5.0507 1.0229 1.1420  0.1074
H2 4.6054 -0.5455 1.7738  0.0703
H3 5.5703 0.0344 3.8684  0.1229
H4 6.2519 1.3858 3.0939  0.1251
H5 4.4807 2.8217 3.7204  0.1211
H6 4.7122 2.0020 5.1519  0.1311
H7 2.1460 2.0120 4.2188  0.1132
H8 2.9280 0.4046 4.3542  0.1042
O3 3.1820 6.7520 -2.8301  -0.3209
S2 3.3754 6.2103 -1.5002  0.6920
O4 4.2778 6.8111 -0.5300  -0.3552
C5 1.6519 6.0102 -0.7159  -0.1827
C6 1.3852 4.5294 -0.8210  -0.2242
C7 2.4163 3.8341 -1.7939  -0.2010
C8 3.7880 4.5121 -1.5730  -0.2442
H9 0.9533 6.7602 -1.0868  0.0926
H10 1.7182 6.3125 0.3292  0.0884
H11 1.5942 4.1185 0.1667  0.0792
H12 0.3758 4.1881 -1.0507  0.0808
H13 2.1423 4.0758 -2.8208  0.0873
H14 2.3733 2.7458 -1.7527  0.0959
H15 4.5012 4.3235 -2.3754  0.1104
H16 4.2371 4.1875 -0.6343  0.0982
O5 3.1576 -3.6953 -5.6636  -0.3318
S3 3.0762 -2.5623 -4.7339  0.7620
O6 1.9420 -1.5786 -4.8365  -0.3795
C9 3.6991 -2.9131 -3.0321  -0.2237
C10 5.1503 -2.5164 -2.9502  -0.2356
C11 5.5897 -2.2644 -4.3684  -0.2585
C12 4.5221 -1.4806 -5.1430  -0.1934
H17 3.3946 -3.8901 -2.6565  0.1073
H18 3.2091 -2.1168 -2.4718  0.0821
H19 5.2324 -1.6463 -2.2988  0.1148
H20 5.6733 -3.2909 -2.3892  0.1167
H21 5.8716 -3.1704 -4.9049  0.1182
H22 6.5039 -1.6724 -4.3259  0.1139
H23 4.6662 -1.2057 -6.1879  0.1156
H24 4.4768 -0.5539 -4.5710  0.1033
O7 -6.6422 4.6226 0.0370  -0.3408
S4 -6.6109 3.6940 1.1538  0.7175
O8 -7.8012 3.4318 1.9340  -0.3389
C13 -5.6401 2.1428 0.6965  -0.1868
C14 -4.1739 2.3647 1.1143  -0.1898
C15 -4.1944 3.3641 2.3668  -0.2138
C16 -5.3582 4.2911 2.3954  -0.2232
H25 -5.7694 1.9433 -0.3673  0.0923
H26 -6.1090 1.2639 1.1389  0.0850
H27 -3.4491 1.5588 1.2297  0.0841
H28 -3.7085 3.0535 0.4092  0.0716
H29 -3.2962 3.9436 2.5800  0.1146
H30 -4.2864 2.7215 3.2424  0.0996
H31 -5.3146 5.3743 2.2815  0.1037
H32 -5.8821 4.1581 3.3419  0.0938
O9 -2.2613 0.6520 -3.1150  -0.3551
S5 -1.7323 0.7465 -1.7440  0.7739
O10 -2.0155 1.7961 -0.7386  -0.3786
C17 -2.1596 -0.8775 -0.8378  -0.1873
C18 -0.8491 -1.1902 -0.1120  -0.2276
C19 0.3103 -1.0198 -1.1648  -0.1991
C20 0.1672 0.4402 -1.7121  -0.1460
H33 -2.2438 -1.5924 -1.6563  0.0977
H34 -3.0913 -0.8547 -0.2725  0.0809
H35 -0.6244 -0.5897 0.7695  0.0961
H36 -0.9252 -2.2157 0.2496  0.0823
H37 0.1301 -1.8140 -1.8892  0.1082
H38 1.3104 -1.2309 -0.7862  0.0887
H39 0.5756 0.4442 -2.7227  0.0811
H40 0.6881 1.0526 -0.9761  0.0859
O11 -3.4120 -2.7536 1.6551  -0.3646
S6 -4.5442 -3.3912 0.9972  0.7130
O12 -4.5060 -3.4511 -0.4695  -0.3246
C21 -4.6722 -4.9998 1.8019  -0.2261
C22 -6.0872 -5.1590 2.4270  -0.1689
C23 -6.4371 -3.7196 2.8213  -0.2443
C24 -6.1436 -2.7595 1.6976  -0.1977
H41 -3.8525 -5.2041 2.4908  0.0760
H42 -4.3343 -5.7242 1.0609  0.1023
H43 -6.6758 -5.5740 1.6089  0.1164
H44 -6.2007 -5.7548 3.3326  0.1191
H45 -5.9366 -3.3615 3.7210  0.1194
H46 -7.4705 -3.6038 3.1482  0.1206
H47 -6.2040 -1.6904 1.9016  0.1068
H48 -6.8121 -2.9724 0.8634  0.1007
C25 -0.3463 3.1021 -5.0063  -0.0065
C26 0.9012 2.2821 -5.2507  -0.5684
C27 0.7772 0.9727 -5.9937  -0.0269
O13 1.9271 2.7568 -5.0748  0.1144
H49 0.0940 4.0115 -4.5974  0.0721
H50 -1.0556 2.5703 -4.3721  0.0577
H51 -0.7567 3.3853 -5.9756  0.0901
H52 0.1377 0.8176 -6.8627  0.0823
H53 0.3423 0.2747 -5.2784  0.0653
H54 1.7154 0.8095 -6.5241  0.0810
C28 3.5924 -3.2094 0.9947  -0.0047
C29 4.5404 -3.6943 2.1127  -0.4473
C30 6.0283 -3.5841 1.8398  -0.0306
O14 4.2320 -3.7630 3.3038  0.0493
H55 2.6691 -3.5495 1.4638  0.0581
H56 3.7934 -3.6960 0.0403  0.0734
H57 3.4725 -2.1292 0.9123  0.0531
H58 6.4229 -3.2895 2.8123  0.0819
H59 6.3121 -2.9147 1.0277  0.0748
H60 6.4250 -4.5805 1.6451  0.0837
C31 -0.1695 -4.6815 1.4581  0.0105
C32 -0.0933 -5.4680 2.8373  -0.4834
C33 -1.0457 -5.0165 3.9227  -0.0186
O15 0.5087 -6.4286 3.1306  0.0969
H61 -0.2210 -5.3496 0.5985  0.0875
H62 0.5459 -3.8595 1.4861  0.0546
H63 -1.0799 -4.0821 1.4621  0.0336
H64 -0.7355 -3.9821 4.0706  0.0804
H65 -0.8990 -5.7065 4.7537  0.0863
H66 -2.0974 -5.1458 3.6672  0.0591
C34 -4.0029 4.5652 -2.2444  -0.0631
C35 -2.6394 4.9279 -2.3556  -0.2749
N1 -1.5562 5.2690 -2.4376  0.1726
H67 -4.3897 4.4634 -3.2584  0.0964
H68 -4.6615 5.2808 -1.7522  0.0831
H69 -4.1709 3.6518 -1.6738  0.0608
C36 -2.1593 -0.7649 3.4358  -0.0675
C37 -3.2617 -0.6738 4.3964  -0.2993
N2 -4.0941 -0.5573 5.1203  0.1354
H70 -2.4637 -0.2231 2.5404  0.0637
H71 -1.8071 -1.7959 3.4012  0.0623
H72 -1.3134 -0.1968 3.8228  0.0820

Forces on atoms 1 to 2 (eV/Å):
-0.7 -2.0 1.4
2.1 0.9 -1.9

Output
LUMO energy = -0.0073 Ha


> The highest LUMO energy belongs to which entry?

C37H72N2O15S6


> Which of these has the lowest LUMO energy?

C37H71Cl38F4IN4O2PS